ORCA calculation (wB97M-V/def2-TZVPD) on a structure of composition C54H53GaN2O4P3S2 in a non-equilibrium geometry.

Geometry as XYZ:
```
119
C54H53GaN2O4P3S2 (wB97M-V/def2-TZVPD)
Ga -0.39 0.09 -2.06
O 4.91 -0.46 2.77
S -0.77 -0.23 1.26
C -2.08 -0.76 2.36
C -2.51 0.11 3.42
C -3.37 -0.27 4.41
C -3.80 -1.62 4.36
C -4.70 -2.37 5.31
C -4.79 -3.80 4.64
C -3.91 -3.80 3.44
C -3.71 -4.72 2.42
C -3.06 -4.24 1.26
C -2.45 -3.01 1.14
P -1.70 -2.54 -0.50
C -0.18 -3.55 -0.60
C -0.38 -4.93 -0.67
C 0.75 -5.75 -0.73
C 2.05 -5.24 -0.74
C 2.23 -3.87 -0.72
C 1.11 -3.04 -0.63
C -2.85 -3.26 -1.72
C -4.23 -3.02 -1.51
C -5.15 -3.22 -2.56
C -4.71 -3.78 -3.72
C -3.39 -4.19 -3.90
C -2.46 -4.03 -2.87
C -2.65 -2.04 2.21
C -3.45 -2.48 3.32
C 0.21 0.81 2.22
C 0.87 0.20 3.29
C 1.47 1.02 4.29
C 1.30 2.40 4.27
C 1.60 3.44 5.28
C 1.07 4.80 4.62
C 0.45 4.38 3.28
C -0.24 5.10 2.32
C -0.76 4.40 1.21
C -0.47 3.02 1.04
P -0.81 2.42 -0.61
C -2.57 2.71 -0.92
C -3.50 3.12 0.08
C -4.84 3.46 -0.29
C -5.26 3.22 -1.55
C -4.31 2.89 -2.54
C -3.00 2.57 -2.25
C 0.13 3.61 -1.60
C 1.47 3.27 -1.71
C 2.32 4.14 -2.40
C 1.84 5.34 -2.86
C 0.46 5.62 -2.83
C -0.39 4.80 -2.12
C 0.09 2.23 2.08
C 0.71 3.00 3.17
H -2.16 1.16 3.38
H -3.71 0.43 5.16
H -5.66 -1.87 5.41
H -4.25 -2.27 6.30
H -5.77 -4.02 4.26
H -4.53 -4.62 5.35
H -4.07 -5.74 2.62
H -3.02 -4.96 0.39
H -1.32 -5.39 -0.79
H 0.63 -6.80 -0.82
H 2.90 -5.88 -0.72
H 3.23 -3.48 -0.68
H 1.25 -2.00 -0.50
H -4.55 -2.50 -0.63
H -6.17 -3.04 -2.37
H -5.37 -4.00 -4.55
H -3.13 -4.69 -4.85
H -1.41 -4.29 -3.00
H 0.90 -0.89 3.30
H 1.92 0.51 5.13
H 2.71 3.52 5.44
H 1.06 3.31 6.22
H 1.88 5.55 4.32
H 0.33 5.27 5.27
H -0.31 6.19 2.40
H -1.35 4.87 0.49
H -3.09 3.11 1.11
H -5.51 3.79 0.51
H -6.33 3.38 -1.88
H -4.69 2.85 -3.56
H -2.24 2.33 -3.06
H 1.80 2.30 -1.29
H 3.37 3.87 -2.52
H 2.51 6.08 -3.29
H 0.04 6.52 -3.33
H -1.44 4.99 -2.00
C 6.06 1.47 0.31
O 5.80 0.33 -0.55
P 4.89 -0.99 -0.09
O 5.83 -1.78 1.08
C 5.90 -1.38 2.45
O 5.22 -1.99 -1.34
C 6.54 -2.10 -1.87
H 5.61 1.43 1.30
H 5.73 2.30 -0.27
H 7.13 1.53 0.45
H 5.14 0.16 3.45
H 7.00 -0.97 2.62
H 5.78 -2.36 2.96
H 6.73 -1.29 -2.61
H 6.54 -3.07 -2.29
H 7.36 -1.97 -1.13
C 2.09 -1.72 -4.04
N 2.07 -0.28 -4.29
C 0.98 0.42 -4.70
S -0.65 -0.23 -4.51
N 1.17 1.68 -5.13
C 2.43 2.18 -5.60
H 1.78 -2.27 -4.91
H 1.46 -2.02 -3.16
H 3.12 -1.95 -3.83
H 2.93 0.22 -4.11
H 0.34 2.25 -5.17
H 3.03 1.41 -6.15
H 3.06 2.42 -4.73
H 2.26 3.00 -6.27
```

The charge is +3. Its HOMO-LUMO gap (alpha / beta) is 4.72 / 4.43 eV. As for the LUMO energy (alpha / beta): -9.8 / -10.1 eV. The value obtained for the HOMO energy (alpha / beta) is -14.49 / -14.49 eV. For the total energy, the calculation gives -6244.32175 Eh. Its energy above the lowest of the compared OMol25 structures with the same formula, charge and spin is 0.00 kcal/mol.


ORCA calculation (wB97M-V/def2-TZVPD) on a structure of composition C54H58F4N5O2PTeW in a non-equilibrium geometry.

Geometry as XYZ:
```
126
C54H58F4N5O2PTeW (wB97M-V/def2-TZVPD)
W 0.39 0.06 -0.22
C -2.69 -0.59 -1.93
N -2.21 0.00 -0.67
C -2.91 1.27 -0.46
C -2.53 -0.91 0.43
C -2.00 -0.35 1.73
N -0.75 0.30 1.44
C -0.16 1.15 2.37
C 0.51 2.24 1.78
F 2.09 0.59 0.47
C 1.42 2.95 2.53
F 2.21 3.86 1.91
C 1.58 2.76 3.89
C 0.79 1.80 4.49
F 0.89 1.58 5.80
C -0.06 1.00 3.74
F -0.72 0.02 4.37
H -3.76 -0.78 -1.88
H -2.17 -1.52 -2.12
H -2.49 0.09 -2.76
H -3.98 1.09 -0.24
H -2.85 1.89 -1.35
H -2.47 1.81 0.37
H -2.06 -1.87 0.22
H -3.61 -1.08 0.50
H -1.90 -1.16 2.46
H -2.70 0.38 2.16
H 2.28 3.35 4.46
O 2.52 -1.20 -1.19
C 3.01 -0.28 -2.16
C 1.85 0.28 -2.93
C 1.87 0.36 -4.31
C 0.84 0.98 -4.99
C -0.19 1.53 -4.24
C -0.15 1.41 -2.87
N 0.83 0.79 -2.21
H 3.19 -1.31 -0.51
H 3.70 -0.78 -2.84
H 3.53 0.54 -1.67
H 2.72 -0.06 -4.84
H 0.85 1.06 -6.07
H -1.01 2.05 -4.71
H -0.91 1.85 -2.24
N 0.20 2.46 0.40
P -0.07 3.97 -0.12
C 1.15 4.40 -1.38
C 1.03 5.55 -2.16
C 2.00 5.84 -3.11
C 3.08 4.98 -3.29
C 3.20 3.84 -2.51
C 2.25 3.55 -1.54
C -0.07 5.22 1.17
C 0.71 6.37 1.06
C 0.72 7.30 2.09
C -0.04 7.09 3.23
C -0.81 5.94 3.35
C -0.83 5.01 2.32
C -1.67 4.18 -0.96
C -1.76 4.15 -2.35
C -2.96 4.43 -3.00
C -4.08 4.76 -2.26
C -4.01 4.79 -0.87
C -2.82 4.51 -0.23
H 0.18 6.20 -2.04
H 1.90 6.72 -3.73
H 3.83 5.21 -4.04
H 4.05 3.18 -2.65
H 2.34 2.68 -0.90
H 1.33 6.53 0.19
H 1.34 8.18 2.00
H -0.02 7.81 4.03
H -1.40 5.77 4.24
H -1.41 4.10 2.44
H -0.88 3.93 -2.94
H -3.00 4.41 -4.08
H -5.01 5.01 -2.76
H -4.88 5.07 -0.29
H -2.78 4.56 0.85
C 0.13 -3.88 -0.68
C 0.25 -2.42 -0.43
O -0.10 -1.56 -1.40
N 0.64 -1.83 0.63
Te 0.52 -2.85 3.04
C 0.26 -4.36 4.57
C 1.04 -4.32 5.74
C 2.11 -3.28 5.95
C 0.78 -5.23 6.76
C -0.22 -6.18 6.66
C -0.48 -7.15 7.79
C -0.98 -6.21 5.51
C -0.76 -5.32 4.45
C -1.67 -5.46 3.25
C 2.52 -3.34 2.54
C 3.49 -2.33 2.61
C 3.20 -0.94 3.13
C 4.79 -2.62 2.22
C 5.16 -3.88 1.77
C 6.59 -4.18 1.37
C 4.19 -4.87 1.72
C 2.87 -4.62 2.10
C 1.89 -5.77 2.03
H -0.21 -4.05 -1.70
H -0.59 -4.32 0.02
H 1.09 -4.37 -0.52
H 1.68 -2.28 5.91
H 2.89 -3.35 5.19
H 2.58 -3.42 6.93
H 1.38 -5.18 7.67
H -0.24 -6.70 8.75
H 0.14 -8.04 7.68
H -1.53 -7.47 7.80
H -1.78 -6.94 5.41
H -1.49 -6.41 2.75
H -1.52 -4.66 2.53
H -2.72 -5.45 3.56
H 2.28 -0.53 2.70
H 4.01 -0.26 2.88
H 3.08 -0.96 4.22
H 5.54 -1.84 2.27
H 7.14 -3.26 1.20
H 6.63 -4.78 0.47
H 7.10 -4.73 2.16
H 4.46 -5.86 1.38
H 2.12 -6.42 1.19
H 0.87 -5.41 1.93
H 1.94 -6.36 2.95
```

Its spin multiplicity is 2. The charge is +1. Its HOMO-LUMO gap (alpha / beta) is 5.45 / 5.34 eV. As for the LUMO energy (alpha / beta): -3.1 / -3.2 eV. The value obtained for the HOMO energy (alpha / beta) is -8.54 / -8.54 eV. For the total energy, the calculation gives -3592.55753 Eh. Its energy above the lowest of the compared OMol25 structures with the same formula, charge and spin is 19.32 kcal/mol. Its expectation value of S² is 0.762.


ORCA calculation (wB97M-V/def2-TZVPD) on a structure of composition C54H58N5O3P2STeTl.

Geometry as XYZ:
```
125
C54H58N5O3P2STeTl (wB97M-V/def2-TZVPD)
Tl 0.99 -1.02 -0.48
O -3.94 -4.34 -5.11
C -3.84 -4.68 -3.92
O -4.25 -5.69 -3.31
C -3.05 -3.68 -3.04
C -2.66 -2.44 -3.53
C -1.97 -1.57 -2.69
N -1.63 -1.88 -1.45
C -1.99 -3.08 -0.98
C -2.72 -3.99 -1.73
C -1.54 -3.39 0.42
C -1.91 -4.57 1.07
C -1.45 -4.81 2.35
C -0.64 -3.87 2.97
C -0.31 -2.73 2.25
N -0.75 -2.50 1.01
C -1.58 -0.21 -3.17
C -2.27 0.41 -4.21
C -1.87 1.67 -4.62
C -0.81 2.29 -3.98
C -0.19 1.61 -2.95
N -0.56 0.39 -2.55
H -2.88 -2.23 -4.56
H -3.04 -4.95 -1.37
H -2.56 -5.28 0.58
H -1.73 -5.72 2.86
H -0.26 -4.02 3.97
H 0.34 -1.97 2.67
H -3.11 -0.08 -4.67
H -2.40 2.18 -5.43
H -0.47 3.28 -4.27
H 0.63 2.05 -2.40
C 2.97 1.69 -5.83
P 3.01 0.96 -4.13
C 2.41 -0.74 -4.54
C 4.85 0.70 -4.06
C 5.43 0.19 -2.71
P 4.24 0.08 -1.29
C 5.35 -0.69 -0.05
C 4.28 1.82 -0.68
H 3.58 1.12 -6.53
H 3.32 2.72 -5.80
H 1.93 1.69 -6.18
H 3.20 -1.36 -4.97
H 1.59 -0.66 -5.26
H 2.02 -1.23 -3.65
H 5.29 1.67 -4.31
H 5.13 0.02 -4.86
H 6.28 0.81 -2.40
H 5.82 -0.82 -2.85
H 6.29 -0.14 0.04
H 5.56 -1.73 -0.32
H 4.82 -0.67 0.90
H 5.31 2.14 -0.51
H 3.72 1.87 0.25
H 3.81 2.47 -1.41
C -5.56 6.96 2.61
C -4.54 5.88 2.36
C -4.01 5.67 1.09
C -3.06 4.68 0.84
C -2.54 4.53 -0.57
C -2.62 3.85 1.89
Te -1.02 2.33 1.36
N 0.68 0.95 1.37
C 1.83 0.72 1.95
O 2.54 -0.30 1.64
C 2.40 1.63 3.02
C 3.25 1.06 3.97
C 3.80 1.83 4.98
C 3.54 3.19 5.03
C 2.72 3.77 4.08
C 2.15 3.00 3.08
C -2.20 0.75 2.16
C -1.88 0.08 3.35
C -0.75 0.47 4.27
C -2.65 -1.00 3.75
C -3.73 -1.46 3.01
C -4.54 -2.65 3.45
C -4.05 -0.78 1.84
C -3.31 0.31 1.40
C -3.74 1.01 0.14
C -3.13 4.08 3.18
C -2.67 3.27 4.37
C -4.08 5.08 3.39
H -5.84 7.46 1.69
H -5.17 7.71 3.30
H -6.46 6.54 3.06
H -4.35 6.29 0.27
H -3.00 5.27 -1.23
H -2.76 3.54 -0.97
H -1.46 4.66 -0.61
H 3.45 0.00 3.89
H 4.45 1.37 5.72
H 3.98 3.80 5.81
H 2.52 4.84 4.11
H 1.52 3.45 2.33
H -0.26 1.39 3.97
H 0.02 -0.31 4.30
H -1.13 0.59 5.29
H -2.39 -1.52 4.67
H -4.21 -3.01 4.42
H -4.45 -3.47 2.73
H -5.60 -2.39 3.52
H -4.89 -1.11 1.24
H -4.62 0.52 -0.29
H -2.94 0.97 -0.60
H -3.97 2.06 0.33
H -1.58 3.17 4.36
H -3.08 2.26 4.34
H -2.97 3.74 5.30
H -4.46 5.23 4.39
S 2.50 -6.35 -0.11
C 2.04 -4.72 0.31
N 2.49 -3.78 -0.44
C 3.26 -4.32 -1.47
C 3.89 -3.58 -2.47
C 4.64 -4.25 -3.42
C 4.76 -5.64 -3.39
C 4.13 -6.39 -2.42
C 3.38 -5.71 -1.45
H 1.42 -4.54 1.18
H 3.78 -2.50 -2.47
H 5.15 -3.69 -4.19
H 5.34 -6.15 -4.15
H 4.21 -7.47 -2.40
```

Its spin multiplicity is 2. The charge is -1. Its HOMO-LUMO gap (alpha / beta) is 6.83 / 6.63 eV. As for the LUMO energy (alpha / beta): 2.0 / 1.4 eV. The value obtained for the HOMO energy (alpha / beta) is -4.81 / -5.26 eV. For the total energy, the calculation gives -4113.53433 Eh. Its energy above the lowest of the compared OMol25 structures with the same formula, charge and spin is 2.24 kcal/mol. Its expectation value of S² is 0.764.


ORCA calculation (wB97M-V/def2-TZVPD) on a structure of composition C54H59N4SiZn in a non-equilibrium geometry.

Geometry as XYZ:
```
119
C54H59N4SiZn (wB97M-V/def2-TZVPD)
Zn 8.43 13.78 14.01
C 6.93 15.41 7.76
C 8.22 15.34 8.59
C 8.16 14.45 9.78
C 8.15 13.07 9.79
C 8.44 12.13 8.67
C 9.81 11.45 8.78
C 7.93 12.66 11.15
N 7.85 13.77 11.98
C 7.93 14.87 11.14
C 7.71 16.18 11.60
C 7.61 16.64 12.93
C 7.32 17.99 13.34
C 6.93 19.06 12.39
C 5.61 18.84 11.68
C 7.36 18.01 14.72
C 7.69 16.67 15.13
C 7.86 16.21 16.44
C 7.95 14.90 16.91
N 7.88 13.80 16.08
C 7.96 12.69 16.92
C 7.76 11.38 16.46
C 7.58 10.92 15.14
N 7.69 11.75 14.04
C 7.61 10.91 12.96
C 7.79 11.36 11.63
C 7.37 9.54 13.35
C 7.34 9.57 14.74
C 7.04 8.48 15.70
C 5.73 8.68 16.46
C 7.30 8.34 12.49
C 8.57 7.47 12.53
C 8.14 13.10 18.28
C 8.11 14.49 18.29
C 8.19 15.41 19.46
C 9.54 16.09 19.69
C 8.26 12.17 19.45
C 6.92 11.59 19.88
N 7.81 15.83 14.04
C 7.05 19.13 15.65
C 5.76 18.94 16.46
H 7.09 16.06 6.90
H 6.66 14.42 7.37
H 6.09 15.78 8.35
H 9.04 14.95 7.95
H 8.57 16.34 8.90
H 7.66 11.33 8.63
H 8.37 12.70 7.72
H 9.91 10.87 9.71
H 9.97 10.77 7.96
H 10.62 12.21 8.76
H 7.58 16.93 10.83
H 6.92 20.00 12.96
H 7.75 19.18 11.65
H 4.78 18.75 12.40
H 5.41 19.69 11.02
H 5.60 17.92 11.10
H 7.87 16.99 17.21
H 7.79 10.60 17.22
H 7.81 10.57 10.88
H 7.06 7.52 15.14
H 7.84 8.39 16.46
H 4.88 8.73 15.75
H 5.54 7.83 17.14
H 5.76 9.60 17.06
H 6.43 7.72 12.77
H 7.15 8.67 11.46
H 8.74 6.99 13.51
H 8.51 6.68 11.77
H 9.46 8.06 12.29
H 7.40 16.19 19.38
H 7.92 14.80 20.34
H 9.84 16.77 18.89
H 9.53 16.65 20.63
H 10.34 15.34 19.78
H 8.96 11.36 19.16
H 8.74 12.72 20.27
H 6.43 10.99 19.11
H 7.03 10.97 20.77
H 6.22 12.39 20.15
H 7.89 19.26 16.37
H 6.98 20.06 15.08
H 5.82 18.06 17.11
H 5.58 19.81 17.10
H 4.89 18.84 15.80
C 12.55 16.15 17.67
C 12.82 14.79 17.56
C 12.29 14.07 16.50
C 11.51 14.69 15.51
C 11.30 16.08 15.62
C 11.81 16.80 16.67
Si 10.90 13.75 14.01
C 11.66 14.62 12.53
C 12.60 15.69 12.64
C 13.04 16.36 11.52
C 12.61 16.01 10.23
C 11.76 14.90 10.10
C 11.37 14.17 11.23
C 11.65 12.01 14.04
C 10.97 10.90 14.58
C 11.45 9.63 14.43
C 12.71 9.41 13.88
C 13.46 10.50 13.45
C 12.94 11.79 13.53
H 12.92 16.70 18.51
H 13.44 14.29 18.30
H 12.52 13.01 16.42
H 10.71 16.59 14.87
H 11.65 17.87 16.70
H 13.02 15.99 13.59
H 13.70 17.19 11.68
H 12.89 16.57 9.35
H 11.39 14.60 9.14
H 10.75 13.29 11.07
H 10.04 11.07 15.10
H 10.81 8.82 14.76
H 13.14 8.41 13.82
H 14.44 10.37 13.01
H 13.56 12.61 13.19
```

The charge is -1. Its HOMO-LUMO gap (alpha / beta) is 5.13 / 5.13 eV. As for the LUMO energy (alpha / beta): 1.8 / 1.8 eV. The value obtained for the HOMO energy (alpha / beta) is -3.37 / -3.37 eV. For the total energy, the calculation gives -4381.13683 Eh.